Entry 1:
{
  "formula": "C3H11N2OS",
  "method": "ωB97M-V/def2-TZVPD",
  "symbols": ["N", "C", "C", "S", "C", "N", "H", "H", "H", "H", "H", "H", "H", "H", "H", "H", "H", "O"],
  "coordinates": [[-1.660170, 0.901881, -1.189997], [-0.142891, 0.309140, -0.271497], [0.423907, -0.772766, -1.160703], [2.062556, -1.543246, -0.623579], [-0.628337, -0.352771, 1.005839], [-2.091290, -0.518769, 1.055439], [-1.882796, 0.160210, -1.799978], [-0.952134, 1.222772, -0.288114], [0.667354, 1.183131, -0.105616], [-0.211563, -1.812217, -1.258464], [0.628873, -0.497059, -2.255424], [-0.191576, -1.350454, 1.052285], [-0.279169, 0.187834, 1.850859], [-2.138611, -0.224045, -0.052199], [-2.444543, 0.415635, 1.377890], [3.601943, 1.384759, 0.880428], [2.473113, 0.263128, 0.570273], [2.765328, 1.042841, 1.212558]],
  "forces_ev_per_angstrom": [[1.3182, 3.3018, 2.2159], [2.4601, -0.9849, -0.8383], [0.6932, -3.0738, -2.8327], [-0.5467, 1.0221, 0.3113], [-0.2556, -1.0237, 1.2367], [0.0406, 2.0670, -2.5648], [1.0353, -1.5321, -0.3854], [-2.3357, 0.4566, -2.2741], [-1.7541, -1.7155, -0.5481], [0.6103, 3.0252, 0.5614], [-0.6527, 0.2166, 1.7089], [0.2752, 0.1396, -0.0350], [0.4646, 0.4762, 0.8768], [-1.5933, -1.0588, 2.6006], [0.1155, -1.0793, -0.0220], [-0.1592, -0.2939, -0.2088], [1.1069, 1.0755, 1.1205], [-0.8226, -1.0187, -0.9228]],
  "lowdin_charge": [-0.0514, -0.3721, -0.7045, 0.2072, -0.3418, -0.0672, -0.0166, 0.0518, 0.1702, 0.0922, 0.0473, 0.0764, 0.0929, 0.0444, 0.0520, -0.0008, -0.0788, -0.2009],
  "e_above_lowest_kj_mol": 581.1,
  "lumo_ha": 0.1408,
  "e_tot_ev": -19147.6397,
  "charge": -1
}



Entry 2:
{
  "formula": "C3H11N2OS",
  "method": "ωB97M-V/def2-TZVPD",
  "symbols": ["C", "C", "S", "N", "C", "N", "H", "H", "H", "H", "H", "H", "H", "H", "H", "H", "H", "O"],
  "coordinates": [[-0.804060, 1.291433, 1.044927], [-0.625681, 2.017796, -0.321220], [0.786944, 1.259932, -1.167901], [-0.843313, -0.175895, 0.987469], [0.295126, -0.803677, 1.675020], [-0.034121, -2.299853, 1.770215], [-1.775644, 1.602113, 1.512137], [-0.051405, 1.648400, 1.751232], [-1.522180, 1.839642, -0.902934], [-0.531015, 3.104300, -0.214176], [-0.760933, -0.410476, -0.002324], [1.347729, -0.779476, 1.396654], [0.130531, -0.487276, 2.703330], [-0.474773, -2.517246, 0.876852], [-0.862017, -2.244334, 2.360945], [0.424971, -1.078896, -2.372632], [1.277231, -2.443989, -2.781019], [0.446225, -2.041148, -2.573576]],
  "forces_ev_per_angstrom": [[-1.2885, 1.1292, 0.4255], [0.1806, -1.1414, 0.5748], [0.3894, 0.1067, -0.6118], [1.3642, 0.4000, -0.5704], [-1.9771, -2.2589, 1.0358], [-0.2414, 1.1959, 0.0243], [0.4261, 0.0409, -0.3419], [0.3063, -0.1769, -0.1444], [-0.3807, 0.0208, -0.2059], [0.0968, -0.1893, 0.2790], [0.1348, 0.0355, -0.0555], [-0.2314, 0.8845, -0.7297], [0.8283, 0.3683, 0.2172], [0.4008, -0.1939, -0.1731], [0.0078, -0.4408, 0.0975], [0.9524, -0.3787, 0.0012], [0.8033, 0.6758, 0.0680], [-1.7718, -0.0777, 0.1095]],
  "lowdin_charge": [-0.3683, -0.7277, 0.2091, -0.1153, -0.3155, -0.0364, 0.0896, 0.0865, 0.0223, 0.0324, 0.0450, 0.0899, 0.0925, 0.0366, 0.0315, -0.0535, -0.0007, -0.1181],
  "e_above_lowest_kj_mol": 87.3,
  "lumo_ha": 0.1434,
  "e_tot_ev": -19152.7569,
  "charge": -1
}



Entry 3:
{
  "formula": "C3H11N2S",
  "method": "ωB97M-V/def2-TZVPD",
  "symbols": ["C", "C", "C", "N", "N", "S", "H", "H", "H", "H", "H", "H", "H", "H", "H", "H", "H"],
  "coordinates": [[2.838873, -0.002664, -0.155487], [-1.878493, -0.709775, -0.363351], [1.414080, 0.004999, 0.320103], [-2.495559, 0.528918, 0.215829], [0.697437, -0.972941, 0.679503], [0.479676, 1.503743, 0.017898], [3.331174, 0.830202, 0.219293], [2.845957, -0.269183, -1.234081], [3.224010, -1.002133, 0.170187], [-1.689019, -0.360239, -1.324797], [-2.563856, -1.426487, -0.468570], [-2.695882, 0.171726, 1.123784], [-3.269293, 0.920995, -0.279553], [-0.992658, -0.945523, 0.106574], [1.016320, -1.894782, 0.913455], [-1.762738, 1.256158, 0.191334], [1.499963, 2.366985, -0.132120]],
  "forces_ev_per_angstrom": [[-1.3511, -3.7978, -0.2989], [-0.5927, 3.4211, -1.9177], [-0.3646, -1.1984, -0.8367], [1.5078, -0.6530, 0.2549], [-0.1812, 1.2445, 0.7677], [0.5929, 0.2160, 0.1511], [1.4837, 1.3274, 0.0690], [-0.0231, 1.3837, 0.2782], [0.2749, 1.1024, 0.5663], [0.9268, -0.0428, -2.0505], [-2.7428, -2.9121, 0.1454], [-0.7540, 1.0273, 1.3850], [-1.0308, -0.2084, -0.2649], [1.5071, -0.4772, 1.4074], [1.0999, -0.1440, -0.2948], [-0.1573, -0.1912, 0.7027], [-0.1953, -0.0975, -0.0642]],
  "lowdin_charge": [-0.0700, -0.0230, -0.7291, 0.1535, 0.0341, 0.8594, 0.0522, 0.1124, 0.1034, 0.0869, 0.0700, 0.1566, 0.1603, -0.0035, 0.0884, 0.0411, -0.0928],
  "e_above_lowest_kj_mol": 210.1,
  "lumo_ha": -0.1183,
  "e_tot_ev": -17096.8359,
  "charge": 1
}



Entry 4:
{
  "formula": "C3H11N2S",
  "method": "ωB97M-V/def2-TZVPD",
  "symbols": ["C", "C", "C", "N", "N", "S", "H", "H", "H", "H", "H", "H", "H", "H", "H", "H", "H"],
  "coordinates": [[-2.057522, -0.883250, -0.960871], [3.246734, 0.263702, -0.326500], [-1.535416, 0.460890, 1.019986], [-1.668794, 1.578388, 0.332765], [-1.759207, -0.683746, 0.444764], [1.439830, 0.578075, -0.550463], [-2.929908, -0.353400, -1.273101], [-1.170143, -0.582697, -1.543939], [-2.261422, -1.939311, -1.180421], [3.241228, -0.876951, -0.353200], [3.489770, 0.471114, 0.647987], [3.834654, 0.639235, -1.040416], [-1.187070, 0.412746, 2.043544], [-1.624117, 2.435088, 0.876084], [-1.904864, 1.433868, -0.686243], [1.278045, 1.850571, -0.079545], [-1.527532, -1.525925, 1.033275]],
  "forces_ev_per_angstrom": [[0.9612, -0.6874, -0.4583], [-3.8348, -3.9466, 0.9410], [0.0628, -0.2952, -0.8954], [-0.2278, -0.8056, -0.2758], [0.4050, -2.2033, 1.5808], [0.2197, 0.5492, 0.1048], [-0.6306, 0.5991, -0.0955], [-0.3819, -0.0506, 0.0206], [0.1975, 0.3173, 0.3648], [0.2667, 1.4232, -0.2808], [0.8441, 0.9225, 2.1427], [2.0944, 1.6209, -2.6428], [-0.2030, 0.4805, 0.0604], [-0.0701, 0.1317, -0.9579], [0.3074, 1.2197, 1.7350], [0.4440, -0.5554, -0.2432], [-0.4545, 1.2800, -1.1003]],
  "lowdin_charge": [-0.0433, -0.3958, -0.1983, 0.1783, -0.0014, 0.6160, 0.0911, 0.0821, 0.1143, 0.0640, -0.0019, -0.0157, 0.1661, 0.1443, 0.1507, -0.1454, 0.1948],
  "e_above_lowest_kj_mol": 91.1,
  "lumo_ha": -0.1187,
  "e_tot_ev": -17098.0695,
  "charge": 1
}



Entry 5:
{
  "formula": "C3H11N2S",
  "method": "ωB97M-V/def2-TZVPD",
  "symbols": ["C", "S", "C", "H", "H", "H", "H", "H", "H", "N", "C", "N", "H", "H", "H", "H", "H"],
  "coordinates": [[-0.682588, 0.761483, 2.365913], [-0.694717, -0.022324, 0.726830], [-1.941768, -1.291890, 1.004924], [0.089482, 0.366303, 3.010533], [-1.670148, 0.619203, 2.782263], [-0.463542, 1.814953, 2.205378], [-1.788599, -1.798911, 1.953773], [-2.889540, -0.774061, 1.136070], [-1.977760, -2.074393, 0.256022], [2.259593, 0.191441, -0.815149], [1.660522, 0.324498, -1.975296], [0.398533, 0.149592, -2.190065], [1.706012, 0.309952, 0.024650], [3.261210, 0.132098, -0.733487], [2.282897, 0.766906, -2.751452], [0.036949, 0.431635, -3.094944], [-0.380851, 0.228674, -1.521521]],
  "forces_ev_per_angstrom": [[0.1065, 0.2948, -0.6105], [0.1318, -0.2653, 0.3897], [-0.3909, -0.0132, 0.8781], [0.0234, -0.3782, 0.0933], [-0.1036, 0.2071, 0.2520], [-0.2435, 0.0698, 0.0996], [0.4548, -0.0313, 0.0943], [-0.1919, -0.1511, -0.4551], [0.0457, 0.2908, -0.3931], [-0.4360, 0.2754, 0.2379], [1.2853, 0.8589, 0.6129], [-2.0112, 0.9750, -1.1088], [0.0077, -0.8425, 0.1901], [0.0347, 0.3861, -0.1461], [-0.0941, -0.9982, -0.5091], [0.4704, -0.1276, -0.1604], [0.9110, -0.5504, 0.5352]],
  "lowdin_charge": [-0.3564, 0.7727, -0.3823, 0.0413, 0.0415, 0.0387, 0.0466, 0.0435, 0.0446, 0.1798, -0.1887, 0.1676, 0.0622, 0.1390, 0.1687, 0.1420, 0.0392],
  "e_above_lowest_kj_mol": 59.4,
  "lumo_ha": -0.1350,
  "e_tot_ev": -17098.3978,
  "charge": 1
}



Entry 6:
{
  "formula": "C3H11N2S",
  "method": "ωB97M-V/def2-TZVPD",
  "symbols": ["C", "C", "S", "H", "H", "H", "H", "H", "H", "N", "C", "N", "H", "H", "H", "H", "H"],
  "coordinates": [[0.860385, -2.021951, -1.768051], [0.089489, -0.631369, -1.779541], [-1.527432, -0.741270, -2.805049], [1.403531, -2.052933, -0.831678], [0.210415, -2.850348, -1.870789], [1.517645, -2.098486, -2.648762], [0.742897, 0.008977, -2.365554], [-0.217954, -0.483190, -0.740767], [-1.982500, -1.719111, -3.660536], [-0.797833, 2.162304, 1.571174], [0.253494, 1.533917, 2.036584], [0.248824, 0.951397, 3.210349], [-1.650669, 2.274667, 2.099458], [-0.828414, 2.567251, 0.648670], [1.165002, 1.553496, 1.457046], [1.103959, 0.712670, 3.690253], [-0.590837, 0.833979, 3.757192]],
  "forces_ev_per_angstrom": [[0.1597, 1.7379, -0.6112], [0.0859, -4.0653, -1.9189], [-1.0783, 2.0315, 0.6348], [0.4202, -0.3953, -0.0258], [-0.8392, -0.7743, 0.3862], [0.0490, 0.2163, 0.5431], [-0.3822, 0.8217, 0.8048], [-0.0788, 0.8480, -0.5572], [1.6913, -0.4204, 0.7797], [-0.0400, -0.1326, -0.2693], [-0.5770, 0.5680, 0.4377], [0.2525, -0.0867, 0.1385], [-0.0082, -0.1667, 0.1570], [0.2854, -0.0797, -0.1350], [0.0872, -0.0559, -0.0411], [0.1062, -0.2195, -0.3089], [-0.1339, 0.1729, -0.0145]],
  "lowdin_charge": [-0.1608, -0.5226, 0.5784, 0.0565, 0.0411, 0.0788, 0.0479, 0.0331, -0.1492, 0.2056, -0.1547, 0.1976, 0.1469, 0.1447, 0.1666, 0.1454, 0.1447],
  "e_above_lowest_kj_mol": 186.3,
  "lumo_ha": -0.1539,
  "e_tot_ev": -17097.0829,
  "charge": 1
}



Entry 7:
{
  "formula": "C3H11N2S",
  "method": "ωB97M-V/def2-TZVPD",
  "symbols": ["C", "C", "C", "N", "N", "S", "H", "H", "H", "H", "H", "H", "H", "H", "H", "H", "H"],
  "coordinates": [[-1.230196, 1.398645, 0.628192], [-1.558293, 0.336877, -0.461339], [0.047734, -1.330719, 0.525031], [0.979069, -2.237792, 0.441773], [-0.816298, -0.906960, -0.333187], [2.457833, 0.534485, -0.265458], [-1.302729, 0.965587, 1.550258], [-0.113146, 1.728158, 0.579731], [-1.865166, 2.280733, 0.448044], [-1.320105, 0.662344, -1.475628], [-2.673497, 0.259887, -0.127235], [0.132672, -0.888906, 1.516978], [1.724656, -2.475004, 1.084175], [1.042828, -2.817373, -0.417316], [2.065956, 1.561379, -0.966241], [-0.583775, -1.256464, -1.348423], [3.485101, 0.021711, -0.932414]],
  "forces_ev_per_angstrom": [[3.2345, 1.2462, -3.4215], [-1.9178, 1.6428, 2.6909], [1.0709, 1.2024, 3.1701], [-0.0050, -2.4677, -3.0346], [1.2876, -1.9694, -4.2467], [-0.2557, -0.8173, 1.4813], [-0.8542, -0.7952, 2.5984], [-1.8240, -0.3102, -0.1100], [0.2433, -0.4788, 0.4353], [-0.7795, 0.2502, 0.2427], [1.6232, -0.8247, -1.8631], [-0.7575, 0.5574, -0.1996], [-0.6477, 0.6235, 0.5306], [-0.0211, 0.6471, 0.7413], [0.3048, 0.6949, -1.0058], [-0.8561, 0.3677, 2.6152], [0.1545, 0.4312, -0.6246]],
  "lowdin_charge": [-0.0799, -0.1967, -0.2637, 0.1555, 0.0503, 0.5627, 0.0323, 0.0840, 0.0985, 0.1263, 0.1602, 0.1605, 0.1425, 0.1542, -0.2125, 0.2151, -0.1894],
  "e_above_lowest_kj_mol": 159.6,
  "lumo_ha": -0.1226,
  "e_tot_ev": -17097.3593,
  "charge": 1
}